Here is C15H25ClO3RhSSb as an isolated structure in a non-equilibrium geometry from the OMol25 dataset. Energies are from wB97M-V/def2-TZVPD.

Output
E: -54987.8932 eV
spin multiplicity: 1
E_LUMO (alpha / beta): -9.3 / -8.5 eV
total charge: +2
HOMO energy (alpha / beta): -13.540 / -13.950 eV

Each line ends with the natural charge from an NBO analysis.
Element x y z (Å)
H: -4.075048 3.478482 -0.352650  0.2707
Rh: 0.050410 -0.023219 -0.467475  1.0263
O: -0.973794 1.827341 -0.792359  -1.0430
H: 5.392432 -1.468557 0.280420  0.2187
C: -1.526070 -3.133723 3.885886  -0.0702
H: -3.862786 1.722700 -0.560082  0.2604
O: -0.663648 -2.002615 -0.684195  -0.5830
C: -3.437005 2.700681 -0.773436  -0.8132
H: 5.376904 -1.189436 2.012435  0.2542
H: 3.887098 3.339210 -2.538966  0.2495
H: 4.530237 -1.280421 -2.156267  0.2528
C: 2.860584 -1.357417 -3.565030  -0.6279
H: -1.394175 4.435579 -1.604202  0.2564
C: -0.536787 -1.169931 2.139458  0.3778
C: 3.325994 2.411275 -2.428139  -0.6288
H: 3.281913 -2.456500 -1.726463  0.2472
Sb: 2.662260 -0.086674 -0.769967  1.3949
H: 3.319948 -2.092627 -4.225262  0.2510
H: 3.091126 -0.104821 1.838693  0.2443
C: -1.026780 -1.919675 4.410043  -0.1472
H: -3.298852 2.839905 -1.844949  0.2583
H: 5.436996 0.180183 0.918368  0.2187
C: 3.716655 1.716633 -1.124296  -0.7100
C: 5.005889 -0.810954 1.059835  -0.6324
C: -1.362638 4.404828 -0.515704  -0.8164
S: -1.857709 2.792768 0.024720  1.2651
C: -1.549278 -3.356333 2.487713  -0.1413
C: -0.552089 -0.965959 3.566757  -0.2320
C: 3.456056 -1.472024 -2.161964  -0.7120
H: -0.352822 4.576653 -0.148684  0.2601
H: 2.264809 2.664939 -2.453500  0.2097
C: -1.072318 -2.411363 1.622085  -0.2660
H: 3.549753 1.796168 -3.299171  0.2195
C: -1.115718 -2.719233 0.195431  0.4477
H: 3.537576 2.349777 -0.255082  0.2456
H: 1.786056 -1.547568 -3.566896  0.2125
Cl: -2.098055 -4.323100 4.916689  0.1268
H: -2.042299 5.136633 -0.078488  0.2703
H: 3.048245 -1.760174 1.230120  0.2404
H: 4.765964 1.417793 -1.120789  0.2543
C: 3.477478 -0.769861 1.064978  -0.7177
H: -1.027941 -1.766154 5.480794  0.2604
H: -0.164117 -0.025291 3.934382  0.2442
H: -1.946025 -4.292562 2.112809  0.2482
H: -1.596340 -3.659541 -0.096410  0.1972
O: -0.032862 -0.237304 1.443034  -0.5585
H: 3.034876 -0.377012 -4.006922  0.2162

Cartesian forces, eV/Å:
0.0 0.0 0.0
-1.2 -0.7 0.4
0.6 -0.3 -0.1
0.0 0.0 0.0
0.3 0.5 -1.8
0.0 0.0 0.0
1.1 1.4 -1.5
-0.1 -0.1 -0.2
-0.1 0.0 0.0
0.0 0.0 0.0
0.0 0.1 0.1
0.0 -0.1 0.0
0.0 0.1 0.0
-0.9 -2.5 1.8
0.0 0.0 0.0
0.0 0.0 0.0
0.2 -0.4 0.6
0.0 0.0 0.0
0.0 -0.1 0.0
-0.4 -0.8 -0.2
0.0 0.0 0.0
0.0 0.0 0.0
-0.4 0.4 -0.2
0.0 0.1 -0.2
0.1 0.1 -0.1
0.1 0.0 0.4
-0.4 -0.6 2.5
0.3 0.3 -1.5
-0.4 -0.1 -0.4
0.0 0.0 0.0
0.0 0.0 0.0
0.6 1.2 -1.3
0.0 0.0 0.0
-0.2 -0.2 2.3
0.1 0.0 0.0
0.0 0.0 0.0
-0.4 -0.7 0.7
0.0 0.0 0.0
0.0 0.0 0.1
0.0 -0.1 0.0
-0.2 -0.1 0.3
0.0 0.0 0.0
0.0 0.0 0.0
0.0 0.0 0.1
0.1 0.0 -0.1
1.0 2.5 -1.9
0.0 0.0 0.0